Below is a cluster of 6 separate species, C81H67BNO10PS in total, with properties calculated with ωB97M-V/def2-TZVPD.

Bonds (Å) are listed after each position.
Cartesian coordinates (Å):
1 O -0.726 -0.551 1.150  C2 1.213
2 C -0.638 -0.169 2.298  O1 1.213, C3 1.491, C16 1.491
3 C -1.433 0.988 2.800  C2 1.491, C4 1.390, C8 1.396
4 C -2.291 1.644 1.925  C3 1.390, C5 1.384, H17 1.082
5 C -3.055 2.710 2.369  C4 1.384, C6 1.390, H18 1.082
6 C -2.962 3.127 3.692  C5 1.390, C7 1.385, H19 1.082
7 C -2.100 2.486 4.566  C6 1.385, C8 1.390, H20 1.082
8 C -1.330 1.417 4.124  C3 1.396, C7 1.390, C9 1.493
9 C -0.395 0.758 5.085  C8 1.493, O10 1.211, C11 1.493
10 O -0.280 1.155 6.223  C9 1.211
11 C 0.393 -0.406 4.582  C9 1.493, C12 1.390, C16 1.395
12 C 1.258 -1.055 5.455  C11 1.390, C13 1.384, H21 1.082
13 C 1.991 -2.146 5.017  C12 1.384, C14 1.391, H22 1.082
14 C 1.868 -2.590 3.705  C13 1.391, C15 1.384, H23 1.082
15 C 1.013 -1.942 2.830  C14 1.384, C16 1.391, H24 1.082
16 C 0.272 -0.848 3.264  C2 1.491, C11 1.395, C15 1.391
17 H -2.336 1.302 0.900  C4 1.082
18 H -3.724 3.217 1.686  C5 1.082
19 H -3.562 3.958 4.040  C6 1.082
20 H -2.003 2.799 5.597  C7 1.082
21 H 1.342 -0.686 6.468  C12 1.082
22 H 2.678 -2.645 5.688  C13 1.082
23 H 2.451 -3.438 3.369  C14 1.082
24 H 0.904 -2.264 1.803  C15 1.082
25 O -12.443 -1.026 0.455  C26 1.212
26 C -12.844 -2.146 0.228  O25 1.212, C27 1.491, C40 1.494
27 C -12.361 -2.925 -0.949  C26 1.491, C28 1.391, C32 1.395
28 C -11.412 -2.350 -1.789  C27 1.391, C29 1.384, H41 1.082
29 C -10.931 -3.055 -2.877  C28 1.384, C30 1.391, H42 1.081
30 C -11.399 -4.339 -3.136  C29 1.391, C31 1.383, H43 1.082
31 C -12.350 -4.913 -2.312  C30 1.383, C32 1.392, H44 1.082
32 C -12.835 -4.210 -1.213  C27 1.395, C31 1.392, C33 1.491
33 C -13.863 -4.853 -0.345  C32 1.491, O34 1.212, C35 1.494
34 O -14.300 -5.955 -0.592  C33 1.212
35 C -14.331 -4.083 0.847  C33 1.494, C36 1.390, C40 1.395
36 C -15.268 -4.665 1.693  C35 1.390, C37 1.384, H45 1.082
37 C -15.711 -3.977 2.810  C36 1.384, C38 1.391, H46 1.082
38 C -15.222 -2.705 3.087  C37 1.391, C39 1.384, H47 1.082
39 C -14.292 -2.120 2.245  C38 1.384, C40 1.390, H48 1.082
40 C -13.843 -2.806 1.122  C26 1.494, C35 1.395, C39 1.390
41 H -11.067 -1.350 -1.564  C28 1.082
42 H -10.181 -2.619 -3.524  C29 1.081
43 H -11.006 -4.888 -3.981  C30 1.082
44 H -12.734 -5.907 -2.495  C31 1.082
45 H -15.632 -5.655 1.455  C36 1.082
46 H -16.440 -4.431 3.468  C37 1.082
47 H -15.569 -2.171 3.962  C38 1.082
48 H -13.898 -1.131 2.435  C39 1.082
49 O 3.352 2.623 -4.441  C50 1.211
50 C 3.470 2.620 -5.647  O49 1.211, C51 1.492, C64 1.494
51 C 2.725 1.649 -6.502  C50 1.492, C52 1.390, C56 1.396
52 C 1.865 0.743 -5.893  C51 1.390, C53 1.384, H65 1.082
53 C 1.151 -0.155 -6.667  C52 1.384, C54 1.390, H66 1.083
54 C 1.293 -0.160 -8.049  C53 1.390, C55 1.385, H67 1.082
55 C 2.156 0.734 -8.660  C54 1.385, C56 1.390, H68 1.082
56 C 2.874 1.642 -7.890  C51 1.396, C55 1.390, C57 1.492
57 C 3.802 2.587 -8.577  C56 1.492, O58 1.212, C59 1.493
58 O 3.960 2.558 -9.778  C57 1.212
59 C 4.529 3.575 -7.724  C57 1.493, C60 1.390, C64 1.395
60 C 5.378 4.490 -8.336  C59 1.390, C61 1.384, H69 1.082
61 C 6.055 5.423 -7.570  C60 1.384, C62 1.391, H70 1.082
62 C 5.889 5.447 -6.189  C61 1.391, C63 1.384, H71 1.082
63 C 5.048 4.535 -5.575  C62 1.384, C64 1.390, H72 1.082
64 C 4.365 3.596 -6.339  C50 1.494, C59 1.395, C63 1.390
65 H 1.768 0.747 -4.815  C52 1.082
66 H 0.485 -0.855 -6.178  C53 1.083
67 H 0.731 -0.863 -8.650  C54 1.082
68 H 2.291 0.750 -9.733  C55 1.082
69 H 5.488 4.451 -9.411  C60 1.082
70 H 6.715 6.136 -8.047  C61 1.082
71 H 6.419 6.179 -5.593  C62 1.082
72 H 4.904 4.529 -4.503  C63 1.082
73 O 5.405 -3.098 4.799  C74 1.213
74 C 6.440 -2.500 4.594  O73 1.213, C75 1.492, C88 1.491
75 C 6.449 -1.219 3.830  C74 1.492, C76 1.391, C80 1.395
76 C 5.242 -0.698 3.376  C75 1.391, C77 1.385, H89 1.082
77 C 5.223 0.497 2.676  C76 1.385, C78 1.391, H90 1.082
78 C 6.411 1.175 2.421  C77 1.391, C79 1.385, H91 1.083
79 C 7.616 0.654 2.863  C78 1.385, C80 1.389, H92 1.082
80 C 7.640 -0.539 3.574  C75 1.395, C79 1.389, C81 1.492
81 C 8.953 -1.062 4.053  C80 1.492, O82 1.212, C83 1.493
82 O 9.987 -0.471 3.826  C81 1.212
83 C 8.939 -2.334 4.834  C81 1.493, C84 1.390, C88 1.396
84 C 10.143 -2.839 5.312  C83 1.390, C85 1.385, H93 1.082
85 C 10.157 -4.011 6.049  C84 1.385, C86 1.390, H94 1.082
86 C 8.969 -4.684 6.313  C85 1.390, C87 1.384, H95 1.082
87 C 7.768 -4.187 5.838  C86 1.384, C88 1.390, H96 1.082
88 C 7.748 -3.012 5.096  C74 1.491, C83 1.396, C87 1.390
89 H 4.331 -1.242 3.587  C76 1.082
90 H 4.283 0.904 2.330  C77 1.082
91 H 6.392 2.111 1.879  C78 1.083
92 H 8.550 1.164 2.669  C79 1.082
93 H 11.052 -2.296 5.093  C84 1.082
94 H 11.095 -4.403 6.420  C85 1.082
95 H 8.983 -5.598 6.892  C86 1.082
96 H 6.831 -4.692 6.028  C87 1.082
97 O 9.736 8.553 5.172  C98 1.211
98 C 8.816 7.842 4.832  O97 1.211, C99 1.494, C112 1.493
99 C 7.473 8.412 4.511  C98 1.494, C100 1.390, C104 1.395
100 C 7.296 9.789 4.586  C99 1.390, C101 1.384, H113 1.082
101 C 6.066 10.345 4.281  C100 1.384, C102 1.391, H114 1.082
102 C 5.006 9.530 3.899  C101 1.391, C103 1.384, H115 1.082
103 C 5.175 8.158 3.827  C102 1.384, C104 1.390, H116 1.082
104 C 6.408 7.594 4.133  C99 1.395, C103 1.390, C105 1.493
105 C 6.559 6.111 4.055  C104 1.493, O106 1.212, C107 1.492
106 O 5.629 5.396 3.752  C105 1.212
107 C 7.906 5.544 4.359  C105 1.492, C108 1.390, C112 1.395
108 C 8.086 4.169 4.274  C107 1.390, C109 1.384, H117 1.082
109 C 9.329 3.616 4.525  C108 1.384, C110 1.391, H118 1.083
110 C 10.399 4.432 4.876  C109 1.391, C111 1.385, H119 1.082
111 C 10.224 5.802 4.974  C110 1.385, C112 1.391, H120 1.082
112 C 8.978 6.363 4.715  C98 1.493, C107 1.395, C111 1.391
113 H 8.137 10.400 4.885  C100 1.082
114 H 5.930 11.417 4.340  C101 1.082
115 H 4.046 9.968 3.658  C102 1.082
116 H 4.366 7.501 3.537  C103 1.082
117 H 7.238 3.551 4.009  C108 1.082
118 H 9.468 2.544 4.455  C109 1.083
119 H 11.370 3.995 5.069  C110 1.082
120 H 11.037 6.459 5.248  C111 1.082
121 C -0.382 -3.485 -1.001  C122 1.524, H136 1.093, H137 1.093, H138 1.091
122 C 0.383 -2.311 -1.602  C121 1.524, P123 1.853, H139 1.094, H140 1.092
123 P 0.225 -1.975 -3.417  C122 1.853, C124 1.849, B125 1.931
124 C 0.345 -3.614 -4.265  P123 1.849, H141 1.091, H142 1.091, H143 1.090
125 B -1.572 -1.322 -3.693  P123 1.931, C126 1.580, C130 1.575
126 C -1.818 0.164 -3.217  B125 1.580, C127 1.548, H144 1.096, H145 1.093
127 C -2.302 0.195 -1.747  C126 1.548, C128 1.528, H146 1.096, H147 1.093
128 C -3.552 -0.635 -1.455  C127 1.528, S129 1.829, H148 1.090, H149 1.092
129 S -5.037 0.093 -2.235  C128 1.829, H150 1.336
130 C -2.721 -2.127 -4.408  B125 1.575, C131 1.539, H151 1.097, H152 1.104
131 C -2.984 -3.578 -3.969  C130 1.539, C132 1.536, H153 1.097, H154 1.089
132 C -4.293 -4.145 -4.539  C131 1.536, C133 1.521, H155 1.096, H156 1.094
133 C -5.439 -4.131 -3.538  C132 1.521, C134 1.522, H157 1.097, H158 1.099
134 C -6.764 -4.584 -4.132  C133 1.522, N135 1.468, H159 1.094, H160 1.096
135 N -7.920 -4.423 -3.241  C134 1.468, H161 1.016, H162 1.013
136 H -0.117 -3.610 0.052  C121 1.093
137 H -1.462 -3.326 -1.051  C121 1.093
138 H -0.156 -4.425 -1.506  C121 1.091
139 H 1.454 -2.414 -1.408  C122 1.094
140 H 0.079 -1.392 -1.098  C122 1.092
141 H -0.389 -3.653 -5.071  C124 1.091
142 H 1.334 -3.710 -4.716  C124 1.091
143 H 0.179 -4.478 -3.621  C124 1.090
144 H -2.564 0.663 -3.845  C126 1.096
145 H -0.894 0.746 -3.272  C126 1.093
146 H -2.498 1.228 -1.439  C127 1.096
147 H -1.502 -0.169 -1.097  C127 1.093
148 H -3.740 -0.668 -0.381  C128 1.090
149 H -3.439 -1.666 -1.793  C128 1.092
150 H -5.550 -1.040 -2.723  S129 1.336
151 H -3.650 -1.549 -4.318  C130 1.097
152 H -2.503 -2.110 -5.490  C130 1.104
153 H -3.036 -3.613 -2.874  C131 1.097
154 H -2.137 -4.209 -4.235  C131 1.089
155 H -4.584 -3.553 -5.414  C132 1.096
156 H -4.139 -5.168 -4.896  C132 1.094
157 H -5.184 -4.760 -2.677  C133 1.097
158 H -5.572 -3.114 -3.143  C133 1.099
159 H -6.688 -5.637 -4.422  C134 1.094
160 H -6.956 -4.024 -5.054  C134 1.096
161 H -7.685 -3.808 -2.468  N135 1.016
162 H -8.171 -5.303 -2.806  N135 1.013

Results
- Total energy: -4698.5062 Ha
- SMILES: O=C1c2ccccc2C(=O)c2ccccc21.O=C1c2ccccc2C(=O)c2ccccc21.O=C1c2ccccc2C(=O)c2ccccc21.O=C1c2ccccc2C(=O)c2ccccc21.O=C1c2ccccc2C(=O)c2ccccc21.CCP(C)B(CCCS)CCCCCN
- Spin multiplicity: 1
- Kohn-Sham gap: 6.923 eV